This record from the OMol25 dataset describes a structure of composition C35H43N4OP3Pd at a distorted geometry. The level of theory is the ωB97M-V functional and the def2-TZVPD basis.

XYZ file:
```
87
Properties=species:S:1:pos:R:3:mulliken_charge:R:1
Pd 1.58647 -0.02558 -0.35694 -1.16
N 3.14715 1.31924 -3.08551 0.03
P 1.42698 0.95969 -2.78677 0.75
C 1.15644 -0.57774 -3.64919 0.62
C 1.66973 -0.67477 -4.90609 -0.65
C 1.94111 -1.95533 -5.34923 -0.62
C 1.72536 -3.05137 -4.50381 -0.61
C 0.81422 -2.98483 -3.42012 -0.50
C 0.54610 -1.70891 -2.98490 -0.41
C 0.64263 2.41134 -3.70617 0.34
C -0.09853 2.18856 -4.88975 -0.44
C -0.26052 3.24822 -5.86942 -0.62
C 0.39031 4.38651 -5.48435 -0.38
C 0.79988 4.72243 -4.11267 -0.35
C 0.78192 3.76231 -3.15689 -0.69
C 4.12161 0.89536 -2.20419 0.55
C 5.44304 0.69397 -2.77930 -1.11
C 6.37870 0.08545 -1.96886 -0.23
C 6.06425 -0.15448 -0.59454 -0.78
C 4.85460 0.21469 -0.07074 -0.17
N 3.86584 0.68689 -0.91605 0.20
H 3.48919 1.46923 -4.03822 0.30
H 1.85285 0.21528 -5.53646 0.40
H 2.45450 -2.08011 -6.31485 0.33
H 2.25194 -3.95283 -4.78159 0.41
H 0.38059 -3.88094 -2.95526 0.43
H -0.22129 -1.42356 -2.21722 0.29
H -0.53271 1.26270 -5.08944 0.62
H -0.52844 2.99195 -6.90814 0.33
H 0.67026 5.03943 -6.31624 0.32
H 1.13738 5.74375 -3.91872 0.40
H 1.21098 3.93373 -2.14214 0.09
H 5.56389 0.86913 -3.84222 0.33
H 7.33600 -0.29846 -2.39226 0.34
H 6.77287 -0.68381 -0.01422 0.42
H 4.56430 0.05298 0.95577 0.28
C 1.85671 0.11776 2.49096 -1.53
P 0.37027 0.49877 1.51548 1.45
C -0.86098 -0.10423 2.71310 -0.07
N -0.46223 0.11143 3.98062 -0.32
C -1.49223 0.49870 4.83878 0.23
C -1.21096 0.97884 6.11384 -0.58
C -2.30038 1.20708 6.95771 -0.54
C -3.67275 1.32164 6.47369 -0.48
C -3.91792 0.95870 5.17179 -0.60
C -2.83440 0.48618 4.34653 0.28
N -3.19667 -0.05707 3.17390 -0.34
C -2.17159 -0.69202 2.46939 0.95
P -2.49372 -2.45596 2.11690 -0.48
C -1.65947 -2.35969 0.42216 -1.32
C -4.24034 -2.47125 1.66459 0.56
C -4.88110 -3.79227 2.11090 -1.33
C -1.58127 -7.45402 0.43603 -0.40
C -5.03044 -1.29169 1.22379 -0.67
C 0.32225 2.43662 1.45844 1.68
C 0.34236 2.94187 2.92865 -1.64
C -1.04923 2.65056 0.82020 -1.50
C 1.47333 3.06973 0.67861 -1.20
H 1.62191 0.12708 3.51664 0.63
H 2.72191 0.74630 2.31308 0.33
H 2.14782 -0.93846 2.26520 0.23
H -0.17357 1.19665 6.42122 0.39
H -2.12687 1.25057 8.03718 0.37
H -4.43405 1.64985 7.17004 0.40
H -4.93852 0.92618 4.71490 0.36
H -2.04264 -3.22196 -0.16157 0.49
H -0.56308 -2.33046 0.44827 0.33
H -2.09682 -1.46890 -0.06771 0.38
H -4.34963 -4.24372 2.98082 0.39
H -5.54879 -4.46949 1.51465 0.25
H -5.48750 -3.21339 2.76432 0.47
H -2.32648 -6.65137 0.65354 0.17
H -1.30666 -8.54514 -1.12962 0.29
H -0.76759 -7.48544 1.13173 0.37
H -6.07771 -1.31098 1.50707 0.37
H -5.00464 -1.06212 0.21337 0.32
H -4.19075 -0.43388 1.29582 0.05
H -0.33358 2.35839 3.54325 0.34
H -0.00644 4.00403 2.89418 0.53
H 1.36349 2.93380 3.33776 0.30
H -1.82040 1.93726 1.18155 0.15
H -0.93656 2.57494 -0.24539 0.23
H -1.44045 3.63502 1.04909 0.45
H 2.36244 3.09448 1.32680 0.35
H 1.29102 4.14402 0.49117 0.45
H 1.70950 2.60138 -0.26778 -0.14
O -1.95419 -8.10441 -0.69896 -0.43
```

Properties
* charge: 0
* ΔE to the lowest compared entry with this formula, charge and spin: 269.6 kJ/mol
* F_max: 4.50 eV/Å
* expectation value of S²: 2.01
* frontier orbital gap (alpha / beta): 5.60 / 5.60 eV
* HOMO energy (alpha / beta): -5.895 / -5.895 eV
* spin multiplicity: 3